ORCA calculation (ωB97M-V/def2-TZVPD) on a molecular structure, C26H19AuFN4O8S.

HOMO (spin up / spin down): -11.59 / -11.59 eV
E_LUMO (spin up / spin down): -7.219 / -7.220 eV
Kohn-Sham gap (spin up / spin down): 4.37 / 4.37 eV
net charge: +1

```
60
Properties=species:S:1:pos:R:3:forces:R:3
Au 0.493 -0.181 -0.238 -0.249 0.280 -0.062
O -0.007 -5.565 5.641 -0.001 -0.003 -0.031
C 0.173 -4.309 6.087 -0.005 0.001 0.041
O 0.288 -4.097 7.258 -0.015 -0.005 -0.023
C 0.212 -3.199 5.069 0.018 0.064 0.019
C 0.124 -3.387 3.696 -0.015 -0.003 0.008
C 0.180 -2.304 2.833 0.020 -0.076 0.084
C 0.311 -1.020 3.346 -0.002 0.031 -0.015
C 0.420 -0.822 4.722 -0.017 -0.043 0.005
C 0.367 -1.907 5.573 0.000 -0.060 -0.056
N 0.350 0.010 2.384 -0.015 0.165 0.142
C 0.208 1.236 2.653 0.074 -0.162 -0.070
C 0.252 2.240 1.569 -0.061 0.065 0.052
C 0.237 3.587 1.892 0.005 0.011 -0.085
C 0.256 4.535 0.879 0.013 -0.063 0.025
C 0.276 4.100 -0.433 -0.021 -0.039 -0.018
C 0.294 2.738 -0.688 0.011 0.068 -0.081
N 0.287 1.827 0.289 0.110 -0.127 0.054
H -0.075 -5.597 4.680 0.011 -0.008 0.026
H 0.030 -4.372 3.255 0.005 -0.021 -0.003
H 0.144 -2.446 1.760 0.002 0.011 -0.027
H 0.571 0.166 5.133 0.009 0.044 0.014
H 0.456 -1.782 6.643 0.003 -0.004 0.012
H 0.038 1.633 3.655 0.008 0.007 0.055
H 0.224 3.882 2.932 -0.023 -0.001 0.028
H 0.260 5.589 1.115 -0.014 0.028 0.004
H 0.281 4.795 -1.261 0.029 0.001 -0.005
H 0.320 2.350 -1.699 0.035 0.041 -0.001
F -3.914 -2.128 -1.405 -0.069 -0.130 -0.131
C -2.962 -1.385 -1.980 0.097 0.212 0.034
C -1.804 -1.937 -2.399 0.112 0.048 -0.039
N -0.827 -1.208 -2.997 -0.164 -0.216 0.133
C 0.451 -1.852 -3.298 0.196 0.111 -0.020
C 1.238 -2.298 -2.044 -0.025 0.031 -0.157
O 2.277 -2.874 -2.217 0.069 -0.081 -0.091
O 0.658 -2.077 -0.894 -0.149 -0.101 0.275
C -0.929 0.169 -3.110 -0.042 0.169 -0.066
O -0.046 0.890 -3.506 -0.012 -0.033 -0.042
N -2.168 0.679 -2.743 -0.042 0.054 -0.001
C -3.231 0.014 -2.172 0.280 -0.164 -0.097
O -4.264 0.598 -1.865 -0.097 0.010 -0.284
H -1.611 -2.994 -2.274 0.010 0.013 0.005
H 1.051 -1.143 -3.865 -0.018 -0.081 0.028
H 0.272 -2.729 -3.917 -0.007 0.011 -0.008
H -2.291 1.668 -2.920 0.014 -0.030 0.024
O -8.842 0.204 -1.551 -0.048 0.087 -0.097
C -8.443 -0.505 -0.497 0.032 -0.159 0.192
O -9.159 -1.257 0.092 0.026 0.098 -0.072
C -7.013 -0.320 -0.035 -0.048 0.150 -0.047
C -6.407 0.936 -0.067 -0.346 -0.055 0.225
C -5.103 1.051 0.321 0.186 0.040 -0.037
C -4.373 -0.108 0.798 0.031 -0.015 0.192
S -2.820 0.029 1.280 0.053 -0.107 -0.123
C -5.065 -1.381 0.852 -0.115 -0.032 0.002
C -6.362 -1.470 0.460 0.175 -0.031 0.056
H -8.122 0.695 -1.969 -0.016 -0.049 0.011
H -6.961 1.804 -0.397 0.028 0.024 -0.043
H -4.582 1.997 0.291 -0.006 0.014 0.058
H -4.516 -2.241 1.210 -0.008 0.020 0.036
H -6.911 -2.399 0.502 -0.012 -0.010 -0.008
```
Forces are in eV/Å.

=====

ORCA calculation (ωB97M-V/def2-TZVPD) on a molecular structure, C6H9NReS in a non-equilibrium geometry.

spin multiplicity: 4
⟨S²⟩: 3.77
HOMO (spin up / spin down): -17.23 / -18.65 eV
E_LUMO (spin up / spin down): -10.878 / -13.114 eV
Kohn-Sham gap (spin up / spin down): 6.35 / 5.54 eV
net charge: +2

```
18
Properties=species:S:1:pos:R:3:forces:R:3
Re 0.641 -0.457 -0.196 1.301 3.308 -2.173
C 1.287 0.558 -1.863 -0.669 0.829 -0.063
H 0.820 0.263 -2.808 -0.090 0.013 0.091
H 1.134 1.626 -1.674 0.027 0.218 -0.110
H 2.358 0.368 -1.933 0.533 -0.234 0.166
H 0.870 -0.996 1.419 0.735 -0.137 1.219
H 1.658 -0.520 1.195 -0.741 -0.295 0.820
S 1.173 -2.388 -0.836 0.114 -2.634 -0.621
C -1.211 -1.105 -0.005 -2.750 1.206 1.942
C -2.337 -1.932 0.161 1.569 -0.199 -0.261
C -3.372 -1.443 0.961 -0.139 0.011 -0.353
C -3.372 -0.099 1.343 0.617 0.241 -0.179
C -2.319 0.743 0.984 1.270 0.290 0.083
N -1.188 0.230 0.400 -1.580 -2.759 -0.496
H -2.288 -2.935 -0.268 -0.324 0.186 0.412
H -4.193 -2.101 1.275 0.354 0.268 -0.291
H -4.161 0.320 1.958 -0.032 -0.046 -0.178
H -2.266 1.803 1.226 -0.196 -0.265 -0.008
```
Forces are in eV/Å.

=====

ORCA calculation (ωB97M-V/def2-TZVPD) on a single C9H18SSi2 molecule in a non-equilibrium geometry.

SMILES string: C[SiH2]C1=CC=CC[C@H]1[Si](C)(C)S
HOMO: -8.74 eV
E_LUMO: 0.298 eV
Kohn-Sham gap: 9.03 eV

```
30
Properties=species:S:1:pos:R:3:forces:R:3
C 0.681 1.492 -1.058 1.648 -0.781 -0.028
C -0.405 2.308 -0.592 -2.387 0.542 -3.318
C 0.137 -0.205 0.649 1.820 -0.427 -2.142
C 1.095 0.342 -0.493 -1.878 -0.894 1.236
C -0.295 0.954 1.424 0.979 2.067 -0.005
C -1.014 1.974 0.518 -0.938 0.531 2.777
C 4.124 0.729 -0.098 -1.465 -1.329 -0.089
C -1.868 -2.518 1.108 -0.999 1.060 -1.763
C -3.162 -0.120 -0.228 1.109 0.917 -0.726
Si 2.721 -0.498 -0.831 2.642 0.102 0.106
Si -1.430 -0.923 -0.006 -2.154 -2.913 -0.003
S -1.005 -2.181 -1.647 0.236 -0.135 -1.571
H 1.243 1.756 -1.916 0.409 0.919 -0.765
H -0.993 2.932 -1.378 1.462 -0.674 1.551
H 0.649 -1.017 1.209 -0.380 0.603 -0.039
H -0.951 0.617 2.157 -1.050 -0.152 1.918
H 0.651 1.380 1.827 -0.828 0.367 0.406
H -1.968 2.491 0.888 1.614 -0.849 -0.615
H 4.635 1.453 -0.723 0.574 -0.615 -0.446
H 3.499 1.382 0.450 -0.853 0.848 1.076
H 4.698 0.192 0.669 0.383 0.270 -0.621
H -1.160 -3.284 0.896 0.849 -0.580 0.023
H -1.784 -2.201 2.106 -0.002 0.059 1.657
H -2.872 -2.995 0.920 0.861 0.881 0.132
H -3.404 0.574 0.599 0.162 0.221 -0.829
H -3.282 0.268 -1.308 -0.026 -0.233 1.973
H -3.822 -0.941 -0.039 -0.423 -0.689 -0.362
H 3.131 -0.751 -2.254 -0.592 0.097 0.192
H 3.014 -1.834 -0.105 -0.749 0.924 -0.356
H -0.862 -1.374 -2.741 -0.025 -0.136 0.632
```
Forces are in eV/Å.

=====

ORCA calculation (ωB97M-V/def2-TZVPD) on a molecular structure, C4H2F2O in a non-equilibrium geometry.

HOMO: -9.29 eV
E_LUMO: 0.333 eV
Kohn-Sham gap: 9.62 eV

```
9
Properties=species:S:1:pos:R:3:forces:R:3
C -1.804 -0.453 -0.379 2.293 0.106 0.065
C -0.579 -0.975 -0.501 -1.509 -0.608 0.758
C 0.729 -1.030 -0.200 1.474 0.408 -0.047
C -0.645 0.421 0.182 -1.428 0.085 -0.634
O -0.154 1.368 -0.612 0.573 2.490 -0.404
F 1.139 -1.564 0.960 0.017 -0.301 0.014
F -0.630 0.776 1.475 0.341 -0.737 -0.023
H 1.599 -0.620 -0.779 -1.186 -0.611 0.402
H 0.345 2.078 -0.147 -0.574 -0.831 -0.131
```
Forces are in eV/Å.

=====

ORCA calculation (ωB97M-V/def2-TZVPD) on a molecular structure, C4H9O3PPbS2 in a non-equilibrium geometry.

HOMO: -14.68 eV
E_LUMO: -11.538 eV
Kohn-Sham gap: 3.15 eV
net charge: +2

```
20
Properties=species:S:1:pos:R:3:forces:R:3
C 2.807 0.204 0.923 -0.196 -0.381 -0.602
C 2.740 -0.059 -0.678 -1.422 1.491 1.074
S 1.732 -1.606 -1.073 -0.091 0.188 0.050
C -0.011 -1.019 -0.833 0.037 2.605 0.250
O -1.020 -2.062 -0.954 -2.554 2.230 1.201
C -2.235 -1.608 -0.342 -0.287 -4.804 3.849
O -2.750 -2.198 0.647 2.509 3.139 -5.037
O -2.952 -0.419 -0.829 2.571 2.144 2.476
P -2.611 0.821 0.325 -1.251 -5.643 -1.589
S -4.095 2.055 0.614 0.056 0.672 -0.085
H 3.279 1.235 1.080 -0.510 -1.618 0.032
H 1.735 0.212 1.363 1.624 0.061 -0.718
H 3.359 -0.647 1.463 -0.656 1.525 -0.847
H 3.761 -0.074 -1.187 -1.576 -0.407 0.680
H 2.136 0.838 -1.107 1.155 -1.441 0.355
H -0.238 -0.179 -1.593 0.314 -1.242 0.775
H -0.115 -0.522 0.218 0.279 -0.900 -1.222
H -2.234 0.122 1.538 -0.017 0.394 -0.911
H -1.394 1.465 -0.169 -0.090 -0.502 0.076
Pb -1.893 3.439 0.594 0.102 2.490 0.192
```
Forces are in eV/Å.

=====

ORCA calculation (ωB97M-V/def2-TZVPD) on a molecular structure, C5H4O2S in a non-equilibrium geometry.

HOMO: -9.60 eV
E_LUMO: 0.536 eV
Kohn-Sham gap: 10.13 eV

```
12
Properties=species:S:1:pos:R:3:forces:R:3
C 0.848 1.017 -0.118 0.350 1.221 0.119
C 0.514 0.111 0.929 3.510 -2.787 5.123
C 0.594 -0.128 -1.016 -1.348 0.070 -4.178
C -0.964 -0.516 -0.577 0.683 -1.582 -7.428
C -0.865 -0.270 0.738 -1.188 -0.157 5.181
H 0.959 0.005 2.042 -0.926 0.775 -2.754
H 0.855 0.029 -2.203 -0.363 -1.213 3.134
H -1.409 -1.415 -1.113 0.496 1.341 1.017
H -1.209 -0.890 1.536 -0.929 -0.337 0.136
O 1.365 2.070 -0.063 0.826 1.891 -0.919
O 1.346 -0.907 -0.043 -1.893 1.359 0.365
S -2.033 0.895 -0.112 0.781 -0.581 0.203
```
Forces are in eV/Å.

=====

Going through the records in order, we get E values of -2456.63734; -764.32257; -1330.84253; -428.37611; -1713.29550; -741.42722 hartree.